Here is a structure of composition C42H35BrF10N7O6P2S5Ti at a distorted geometry from OMol25. Energies are from the ωB97M-V functional and the def2-TZVPD basis.

Output
- HOMO-LUMO gap (alpha / beta): 0.234 / 0.245 hartree
- <S²>: 0.7532
- Spin multiplicity: 2
- LUMO level (alpha / beta): -1.0 / -0.8 eV
- Total energy: -259929.8203 eV
- Molar mass: 1273.82 Da
- HOMO energy (alpha / beta): -7.41 / -7.42 eV
- Max |F|: 2.0 eV/A
- Relative energy (zero: lowest compared OMol25 entry of this formula, charge and spin): 190.82 kJ/mol

Cartesian coordinates (Å):
1 O 3.08361 1.72125 -6.07921
2 H 1.63729 2.58131 -2.23815
3 S -2.38800 -0.92321 1.83540
4 H 5.03622 2.57748 2.64670
5 F -0.33891 -6.85170 -3.09210
6 F 0.06888 2.21018 -0.86244
7 Br -0.76611 -1.76634 -2.43087
8 H 5.18269 0.50615 -4.66191
9 H 4.99871 -1.09115 -3.90764
10 S 2.53857 1.21987 3.28226
11 C 0.39418 -2.53091 4.64971
12 H 0.63647 1.33770 -5.52771
13 C -0.18796 -5.83540 -2.24270
14 P 0.76632 -2.20920 0.59106
15 N 4.04321 2.69386 -3.71470
16 S 3.91766 1.14806 0.49710
17 C 0.41680 -4.98389 -0.06644
18 F -1.14309 2.44589 1.06702
19 N 1.69016 0.41006 -2.22914
20 C 2.53090 -0.41247 -2.86021
21 S 3.08951 0.47059 -6.78066
22 F -0.74188 4.72424 1.12675
23 C -2.30006 0.85858 -1.60109
24 F 0.78598 -5.29599 1.17947
25 F 0.40035 -7.29700 -0.48536
26 P -0.36477 3.55262 0.14627
27 C 1.35815 -0.04854 -6.98450
28 C 0.22001 -3.63972 -0.44198
29 C 1.76238 0.80779 1.78069
30 C 4.28149 5.10450 -0.16605
31 O 5.18382 2.49210 -4.10431
32 C 2.48778 -1.89873 -2.88902
33 C 3.49635 -1.98896 0.07218
34 H 5.46524 7.37953 0.23890
35 C 4.15661 2.88753 0.73318
36 C 0.03767 0.73355 3.18333
37 C 5.25424 -3.31601 1.01492
38 H -1.94788 2.08156 -4.72769
39 H 3.35287 3.47449 -1.16184
40 C 0.54575 0.27599 -5.74964
41 F -1.68785 3.68774 -0.73948
42 C -0.96480 -3.48880 2.43408
43 C 3.87322 -0.82987 -5.73094
44 C 3.23300 1.60232 -3.33215
45 N 2.29977 0.78138 0.57083
46 H 0.88096 1.32571 5.10562
47 H 3.10871 -1.57941 -5.54656
48 H -0.60420 1.14080 -2.91700
49 N 3.47411 0.26811 -3.54936
50 C -0.71843 -3.34039 4.81686
51 C 0.99327 1.11330 4.06050
52 C 4.99167 5.53154 0.96530
53 C -3.81652 1.92198 -3.69686
54 C 3.87214 3.79400 -0.27568
55 H 1.37914 -1.10805 -7.22379
56 H 2.28767 -4.14240 2.38436
57 H -1.05366 -3.60290 5.81017
58 H 6.29903 -3.58214 1.07552
59 C 4.83891 -2.30978 0.16108
60 H 1.93343 -2.26703 -3.75427
61 H -2.25064 -4.46302 3.82987
62 C -1.67343 1.24940 -2.79065
63 C -0.24370 -3.47181 -1.76936
64 C 0.84259 -2.21926 3.37806
65 H 5.54712 -1.74297 -0.42304
66 O 4.55511 0.45474 1.58813
67 H 3.19191 -1.17870 -0.56997
68 C 4.31928 -3.97203 1.79946
69 S -4.26758 0.39134 0.00036
70 C -3.69831 1.00044 -1.51346
71 C 2.97948 -3.63741 1.73061
72 H 2.01176 -2.28470 -1.99374
73 H 0.89140 -0.28978 -4.88716
74 C -0.43275 -4.53089 -2.63727
75 H 6.12572 7.02262 1.77425
76 C 4.47200 -0.29069 -4.43567
77 O 4.33796 0.81271 -0.83701
78 N 0.47123 0.53501 1.90542
79 Ti 0.35395 0.36729 -0.17713
80 C 0.21619 -6.04805 -0.91983
81 C 4.81583 3.30330 1.87991
82 H -4.38748 2.33050 -4.51642
83 O 3.55295 3.80008 -3.55330
84 C 2.11563 1.67027 -2.54187
85 N 5.43160 6.82121 1.07479
86 H -5.52923 1.61616 -2.42356
87 H 3.49837 -2.30034 -2.93383
88 C -2.62083 -0.05590 0.41722
89 H 1.73909 -1.62274 3.25620
90 H 0.92467 -2.15589 5.51300
91 H 4.63441 -4.74965 2.48060
92 H 5.75881 4.93307 2.88315
93 H -1.00032 0.58440 3.42251
94 H 4.65415 -1.24621 -6.36083
95 N -1.70690 0.27442 -0.49334
96 H -0.50325 0.02848 -5.90346
97 C 0.16663 -2.69730 2.25834
98 C -4.46048 1.53059 -2.54151
99 C -1.39133 -3.82163 3.70661
100 H 1.00983 0.50932 -7.85110
101 O 3.73392 0.40627 -8.06170
102 H -1.50618 -3.85111 1.57136
103 F 0.45753 4.47920 -0.85022
104 C 5.22258 4.61430 2.00079
105 F 1.00011 3.21246 0.96018
106 C -2.43555 1.77693 -3.81379
107 H 4.08093 5.78965 -0.97697
108 C 2.54609 -2.64863 0.84310
109 F -0.85593 -4.28401 -3.88210

Atomic forces in eV per Å
0.026 0.257 0.346
-0.075 -0.044 0.209
-0.124 0.265 -0.527
0.094 0.024 0.088
0.003 0.333 0.376
0.253 0.267 -0.311
0.053 -0.632 -0.089
-0.100 -0.248 0.152
-0.017 0.095 -0.117
-0.445 -0.089 0.174
-0.053 -0.115 0.113
-0.072 0.016 0.095
0.172 0.029 0.421
0.419 -0.872 1.106
0.579 0.840 -0.047
0.002 0.037 -0.209
-0.046 0.742 0.329
0.264 0.611 -0.263
0.087 0.014 0.042
0.056 -0.134 -0.118
-0.263 -0.557 -0.412
-0.007 0.097 -0.150
-0.699 0.395 -0.855
0.012 -0.135 -0.375
0.021 0.282 -0.108
-0.688 0.335 1.218
0.607 0.138 0.310
-0.083 -0.688 -1.049
0.574 0.195 1.898
0.025 -0.107 0.050
-0.375 -0.001 0.111
0.013 0.003 -0.034
-0.163 -0.134 0.083
0.045 0.003 0.089
-0.035 -0.615 0.118
-0.232 0.344 1.045
-0.011 0.087 -0.175
0.051 0.050 -0.085
-0.050 0.021 -0.124
-0.027 0.019 0.008
0.398 0.187 0.047
0.243 -0.056 -0.012
-0.400 0.549 -0.093
-1.387 -0.653 0.647
1.070 0.120 -0.619
-0.056 -0.021 0.145
-0.025 -0.159 -0.022
-0.014 0.052 -0.023
-0.139 0.358 0.291
0.119 0.088 0.057
-0.216 -0.071 -0.621
-0.121 -0.394 0.068
0.110 0.043 -0.156
0.016 0.055 -0.055
-0.017 -0.116 -0.129
-0.023 0.015 -0.029
-0.031 0.006 0.050
0.090 0.006 0.038
0.073 -0.073 -0.069
-0.065 0.021 -0.022
-0.112 -0.018 0.001
-0.059 -0.242 0.330
-0.028 0.407 0.795
0.023 -0.015 -0.311
0.126 0.051 -0.039
0.001 0.357 -0.011
0.093 -0.095 0.018
-0.008 -0.053 0.083
0.566 -0.022 -0.012
0.187 0.085 -0.171
0.012 -0.007 0.038
0.068 0.007 -0.135
-0.003 -0.043 0.149
-0.043 0.069 -0.242
-0.030 0.044 -0.106
0.326 -0.101 -0.383
-0.067 0.101 -0.122
0.583 0.058 -0.901
-0.236 -1.021 -0.335
-0.238 -0.486 -0.696
0.078 -0.001 -0.003
-0.021 0.065 -0.082
0.083 -0.332 -0.128
0.683 0.463 -0.682
0.002 0.258 0.010
-0.124 0.058 -0.074
0.033 -0.072 0.070
-0.649 -0.771 1.096
-0.020 0.047 0.040
0.050 0.051 0.037
0.018 -0.030 0.062
0.027 0.030 0.090
-0.046 -0.033 -0.082
0.005 -0.072 -0.057
-0.108 0.214 0.022
-0.034 -0.005 -0.020
-0.233 0.187 0.038
0.224 -0.094 0.160
-0.056 -0.111 -0.128
0.134 0.025 -0.126
0.042 -0.240 -0.155
-0.093 -0.007 0.013
-0.020 -0.102 -0.109
-0.006 0.073 -0.114
-0.357 0.353 -0.209
-0.160 0.028 -0.143
-0.039 0.088 -0.033
-0.050 0.076 -0.347
0.059 -0.308 0.077